(1)
Entry from OMol25: 7 unconnected molecules or ions with the total composition C26H52F6O16 (ωB97M-V/def2-TZVPD).

Each line ends with the Löwdin charge.
Geometry (Å):
C: -1.898134 3.503841 -0.835244  -0.069
C: -2.773413 2.793070 0.151003  -0.183
O: -3.903272 2.242335 -0.593007  0.025
C: -4.632261 1.339725 0.050588  -0.377
O: -4.420213 0.968205 1.172842  0.139
C: -5.819378 0.754559 -0.833050  -0.531
F: -5.588346 -0.555491 -0.831396  0.165
F: -7.011996 1.071528 -0.365940  0.195
F: -5.729749 1.205385 -2.107322  0.146
H: -2.298912 4.406575 -1.243721  0.068
H: -1.668892 2.861460 -1.684035  0.078
H: -0.989631 3.922500 -0.425401  0.082
H: -3.202388 3.535211 0.856170  0.136
H: -2.315573 1.980072 0.780138  0.117
C: -2.956086 -2.331635 -2.317601  -0.037
C: -2.865111 -0.857970 -2.677794  -0.174
O: -2.500185 -0.671368 -4.079265  0.005
C: -3.502423 -0.751893 -4.977448  -0.418
O: -4.644474 -0.827311 -4.767353  0.213
C: -2.806705 -0.755516 -6.333235  -0.553
F: -3.682468 -0.697176 -7.364784  0.145
F: -2.077797 0.324899 -6.506588  0.188
F: -2.078257 -1.871745 -6.458517  0.172
H: -1.998995 -2.815022 -2.566510  0.075
H: -3.746010 -2.853339 -2.931925  0.109
H: -3.100636 -2.393292 -1.237620  0.057
H: -2.114746 -0.290381 -2.089447  0.122
H: -3.873765 -0.415023 -2.612935  0.096
C: 4.876511 7.275156 -3.778833  0.000
O: 4.024936 6.396229 -2.944762  -0.002
C: 4.650519 5.306926 -2.519503  -0.637
O: 5.772974 4.948025 -2.789907  0.112
O: 3.802835 4.649282 -1.729137  0.001
C: 4.295991 3.429998 -1.182955  -0.044
H: 5.386630 6.642666 -4.507821  0.090
H: 5.648796 7.713078 -3.113479  0.104
H: 4.233729 8.038436 -4.207645  0.089
H: 3.562031 3.008419 -0.554642  0.064
H: 5.184421 3.595400 -0.522921  0.116
H: 4.474951 2.674388 -1.991965  0.113
C: 1.117737 -0.306194 -2.438947  -0.012
O: 1.078509 -0.868650 -1.147882  0.015
C: 0.247906 -0.353512 -0.303360  -0.701
O: -0.319267 0.660859 -0.508381  0.125
O: 0.125394 -1.059035 0.777558  0.032
C: -0.730375 -0.646469 1.803513  -0.022
H: 0.264320 -0.661975 -3.026385  0.095
H: 2.032453 -0.716117 -2.861331  0.094
H: 1.067427 0.769542 -2.372489  0.097
H: -1.690984 -1.200778 1.704937  0.109
H: -0.807723 0.439256 1.775164  0.093
H: -0.320813 -0.953990 2.748960  0.071
C: 3.584200 -0.013299 1.086655  -0.074
O: 5.006860 0.227420 1.184906  -0.175
C: 5.771889 -0.789154 0.650531  -0.243
C: 6.200866 -0.642603 -0.802031  -0.191
O: 5.114605 -0.793041 -1.730696  -0.210
C: 5.563058 -0.969640 -3.051001  -0.126
H: 3.273412 -0.067618 0.028506  0.083
H: 3.154327 0.840021 1.567250  0.077
H: 3.267086 -0.913563 1.614634  0.090
H: 5.341334 -1.779797 0.893503  0.135
H: 6.760993 -0.750372 1.174597  0.135
H: 6.958920 -1.400498 -1.033684  0.122
H: 6.664229 0.338173 -0.971906  0.129
H: 4.653552 -1.018119 -3.662429  0.083
H: 6.068841 -1.957614 -3.210341  0.097
H: 6.264075 -0.199853 -3.341520  0.082
C: 2.428206 0.390936 4.544863  -0.095
O: 1.092704 -0.030522 4.299955  -0.183
C: 0.253053 0.480181 5.277847  -0.258
C: -1.172674 0.206107 5.091619  -0.177
O: -1.345745 -1.221607 5.337229  -0.169
C: -2.694323 -1.523472 5.350184  -0.137
H: 2.683632 0.122447 5.590516  0.094
H: 2.599658 1.478685 4.447506  0.096
H: 3.136479 -0.120561 3.857129  0.082
H: 0.393513 1.571625 5.398556  0.137
H: 0.653952 0.073719 6.178100  0.118
H: -1.520027 0.482033 4.112377  0.113
H: -1.696136 0.807303 5.843556  0.133
H: -3.109281 -1.274096 4.393481  0.062
H: -3.231647 -0.911152 6.121520  0.103
H: -2.854703 -2.610026 5.470553  0.095
C: -0.885545 -4.323124 0.142308  -0.077
O: -2.066315 -3.799642 0.793058  -0.192
C: -2.016584 -4.224069 2.143036  -0.218
C: -3.363465 -4.040996 2.751466  -0.236
O: -3.781524 -2.734711 2.735984  -0.175
C: -4.513141 -2.342820 1.603134  -0.090
H: -0.926462 -3.960954 -0.884511  0.070
H: -0.854825 -5.425515 0.156186  0.092
H: 0.025558 -3.989518 0.634776  0.086
H: -1.248786 -3.634676 2.647391  0.129
H: -1.762673 -5.288885 2.285210  0.133
H: -3.419258 -4.402789 3.770067  0.126
H: -4.040785 -4.681851 2.217955  0.120
H: -5.147651 -3.181925 1.364254  0.092
H: -3.946069 -2.140545 0.706275  0.053
H: -5.096471 -1.463163 1.743053  0.069

Cartesian forces, eV/Å:
0.6 -0.3 -0.6
-0.4 0.3 1.3
-0.3 -0.4 -0.1
0.1 0.6 0.1
-0.5 -0.2 -0.3
2.1 1.3 -0.3
-0.9 -0.5 -0.1
-0.1 -0.4 0.2
-0.3 -0.4 0.7
-1.2 0.4 -0.3
0.3 -0.1 0.1
0.5 -0.6 0.5
0.1 -0.5 -0.2
-0.2 0.8 -1.1
0.3 -0.1 -1.0
-0.9 0.4 -0.3
-0.1 -0.3 0.1
3.1 0.2 0.7
-2.6 -0.2 0.2
-1.2 0.0 -1.6
-0.1 -0.7 0.6
1.3 0.5 0.4
0.1 0.3 -0.1
-0.2 0.1 0.2
0.6 0.6 1.0
-0.3 -0.3 -0.2
-0.5 -0.4 -0.4
0.6 0.0 0.4
0.3 -0.8 1.2
0.6 1.0 -0.8
0.3 -0.5 0.1
-0.4 0.3 0.0
-0.2 -0.1 0.3
1.6 -0.6 -0.5
-0.2 0.3 -0.1
-0.5 -0.1 -0.5
0.0 -0.2 0.0
-1.2 -0.1 0.6
-0.5 -0.1 -1.0
0.3 0.8 0.7
-0.1 -0.3 -0.5
1.3 -2.1 0.0
-0.3 0.0 0.5
-1.9 2.9 -0.5
1.5 -2.0 0.2
-1.4 0.0 0.4
0.1 0.1 0.1
0.0 0.4 -0.2
0.3 0.3 -0.2
0.3 0.8 -0.1
-0.4 -0.1 0.1
0.5 -0.1 0.1
0.9 0.2 -0.7
-1.3 0.2 0.1
1.8 -0.8 0.2
-0.8 -0.1 -0.7
0.3 -0.1 0.7
-0.4 -1.3 -0.1
0.1 0.0 0.4
-0.5 0.5 0.2
0.2 -0.2 0.0
0.1 0.3 -0.4
-0.7 -0.1 -0.1
0.0 -0.1 0.2
0.0 0.0 0.2
0.4 0.4 -0.1
-0.2 0.6 0.4
0.0 0.5 -0.3
0.5 -0.5 0.3
1.0 0.3 -1.5
1.2 1.5 0.4
0.0 -1.9 0.9
0.9 1.5 -0.1
-1.2 -0.1 0.4
0.1 0.1 -0.4
-0.4 -0.2 -0.1
-0.7 0.2 0.4
-0.1 0.0 -0.4
-0.4 -0.4 1.4
-0.3 0.1 -0.6
-0.3 -0.2 0.0
-0.6 0.1 -0.6
0.2 -0.7 -0.3
0.2 0.6 0.3
-0.7 0.2 -0.2
1.2 -1.3 -0.2
0.2 0.0 0.4
0.1 -0.5 0.1
-0.3 1.8 0.3
-0.2 -0.9 -0.6
0.2 -0.1 0.1
-0.3 0.3 -0.1
0.1 0.3 0.0
0.1 0.1 0.3
0.1 0.1 -0.5
0.4 0.0 0.5
-0.7 -0.4 -0.6
-0.7 -0.2 -0.4
0.8 -0.1 -0.1
-0.4 0.6 0.8

Summary:
Charge: 0
Spin multiplicity: 1
E_tot, hartree: -2824.7790
SMILES string: CCOC(=O)C(F)(F)F.CCOC(=O)C(F)(F)F.COC(=O)OC.COC(=O)OC.COCCOC.COCCOC.COCCOC
Lowest unoccupied orbital energy, eV: 0.543


(2)
Entry from OMol25: 3 unconnected molecules or ions with the total composition C26H52N2O7S (ωB97M-V/def2-TZVPD).

Each line ends with the Löwdin charge.
Geometry (Å):
C: 0.855596 -0.398604 6.168005  -0.102
C: 1.695414 -0.428660 4.851952  -0.242
C: 1.212426 0.623907 3.836206  -0.202
C: 2.371284 1.291833 3.019079  -0.176
C: 2.173763 1.203381 1.482258  -0.194
C: 3.350492 0.513005 0.748326  -0.206
C: 3.440711 -0.996523 0.986581  -0.205
C: 2.260388 -1.790971 0.386741  -0.181
C: 1.243489 -2.220081 1.464019  -0.177
C: -0.232379 -2.147603 0.997866  -0.120
C: -1.061672 -2.838643 2.043262  -0.153
C: -2.083524 -2.315709 2.703862  -0.441
S: -2.768212 -0.708559 2.503908  0.878
C: -2.533422 -3.389203 3.664613  -0.494
O: -3.317401 -3.226716 4.502814  0.191
O: -1.858516 -4.542809 3.437424  0.159
C: -0.850648 -4.240047 2.512360  -0.408
O: -0.056957 -5.014455 2.225182  0.227
H: 1.447776 -0.119549 7.040337  0.064
H: -0.017691 0.248654 6.072608  0.061
H: 0.453862 -1.393090 6.387808  0.061
H: 2.742873 -0.312318 5.139206  0.098
H: 1.590270 -1.443221 4.458983  0.086
H: 0.612963 1.376136 4.350124  0.100
H: 0.552261 0.154410 3.099900  0.072
H: 2.328077 2.348942 3.296943  0.100
H: 3.350131 0.931075 3.342819  0.101
H: 1.203697 0.781606 1.200315  0.096
H: 2.157728 2.240316 1.126502  0.093
H: 3.249135 0.709983 -0.324370  0.102
H: 4.290470 0.971096 1.075086  0.110
H: 4.346807 -1.337812 0.471381  0.104
H: 3.593444 -1.264405 2.037271  0.111
H: 1.752201 -1.258328 -0.422995  0.111
H: 2.686158 -2.709873 -0.026969  0.108
H: 1.480706 -3.205807 1.862856  0.110
H: 1.318751 -1.530590 2.310096  0.074
H: -0.533700 -1.099812 1.020312  0.083
H: -0.385498 -2.581443 0.008535  0.130
H: -2.783897 -0.621695 1.149434  -0.099
C: -3.860489 -5.699218 -4.162489  -0.114
O: -4.979100 -4.869855 -3.906069  -0.194
C: -5.910324 -5.418796 -2.979611  -0.214
C: -5.884908 -4.663088 -1.663752  -0.212
N: -4.645428 -4.904623 -0.934410  -0.046
C: -4.432483 -4.010324 0.201964  -0.183
C: -4.307948 -2.511982 -0.071252  -0.228
O: -3.131739 -2.135353 -0.774882  -0.208
C: -3.199353 -2.261978 -2.186093  -0.084
H: -3.324243 -5.282616 -5.013834  0.089
H: -3.177597 -5.729049 -3.307019  0.076
H: -4.172796 -6.717234 -4.412168  0.088
H: -5.746336 -6.489316 -2.826360  0.122
H: -6.902164 -5.297324 -3.424111  0.121
H: -6.730929 -4.984837 -1.049461  0.125
H: -6.018234 -3.598827 -1.897241  0.104
H: -3.864358 -4.803137 -1.569052  0.067
H: -3.506837 -4.335773 0.686566  0.114
H: -5.238611 -4.169013 0.925569  0.127
H: -4.227090 -2.011423 0.895681  0.053
H: -5.198753 -2.095067 -0.554700  0.119
H: -4.204028 -2.071310 -2.569240  0.092
H: -2.858902 -3.250548 -2.502931  0.074
H: -2.518136 -1.529924 -2.621711  0.090
C: 1.351976 3.414542 -1.983977  -0.113
O: 2.705216 3.693823 -1.676801  -0.202
C: 3.549049 3.741378 -2.822774  -0.214
C: 4.006134 5.159931 -3.110400  -0.214
N: 2.905772 5.989497 -3.587524  -0.052
C: 3.204299 7.420595 -3.628635  -0.199
C: 3.536013 8.127457 -2.314332  -0.228
O: 2.449134 8.226508 -1.410775  -0.178
C: 2.228275 7.084991 -0.602253  -0.099
H: 0.828728 3.202692 -1.052137  0.083
H: 0.871402 4.274506 -2.461402  0.077
H: 1.267889 2.539181 -2.635150  0.089
H: 3.069962 3.291786 -3.697415  0.122
H: 4.432003 3.140694 -2.585268  0.121
H: 4.792062 5.134954 -3.871115  0.124
H: 4.440895 5.555683 -2.183675  0.104
H: 2.103767 5.850408 -2.987454  0.065
H: 2.325087 7.911574 -4.053711  0.119
H: 4.026770 7.583398 -4.333000  0.117
H: 3.801948 9.158128 -2.564611  0.120
H: 4.415176 7.702497 -1.815988  0.110
H: 3.158360 6.566981 -0.355510  0.089
H: 1.532227 6.394401 -1.085705  0.070
H: 1.761289 7.417189 0.325579  0.088

Cartesian forces, eV/Å:
0.0 -0.6 -0.3
-0.8 -0.1 1.0
1.0 -0.4 -0.4
-1.3 0.2 0.2
1.1 0.7 0.0
-0.6 0.0 0.6
0.2 0.0 -1.0
0.2 -0.6 0.8
-0.2 0.6 -0.3
0.7 -0.7 1.1
0.3 0.5 -1.2
0.2 -0.6 -0.3
-0.3 0.1 0.5
0.8 1.4 -1.6
-2.3 -0.2 2.4
0.4 0.1 0.0
-2.8 2.5 0.7
2.9 -2.9 -1.1
-0.1 0.2 -0.1
0.1 0.1 0.1
0.1 0.1 0.0
0.0 0.2 -0.3
0.2 0.1 -0.3
0.1 0.1 0.0
-0.2 0.0 0.3
0.3 0.0 -0.1
-0.1 -0.2 -0.2
0.1 -0.2 0.1
-0.1 -0.2 -0.2
0.1 -0.1 0.0
-0.1 0.1 0.0
0.0 0.1 0.1
-0.2 0.2 0.0
0.2 0.1 0.1
-0.2 0.1 -0.3
0.0 0.0 -0.2
0.0 -0.1 -0.1
0.0 0.0 -0.4
0.0 0.0 0.0
0.3 -0.3 0.3
-0.1 0.1 0.0
0.2 -0.2 0.0
-0.3 0.3 0.0
0.3 0.0 -0.1
-0.1 0.2 0.0
0.2 -0.2 -0.1
-0.1 0.0 0.3
-0.1 0.1 0.0
0.3 0.0 0.0
-0.1 0.1 0.0
0.0 -0.1 0.0
0.0 0.0 0.0
0.1 0.0 0.0
0.0 0.0 0.0
0.0 0.0 0.0
-0.2 0.0 0.0
0.0 0.0 0.0
0.0 0.0 0.1
0.0 0.1 0.0
-0.2 -0.2 -0.1
0.0 -0.1 -0.2
0.0 -0.1 0.0
-0.1 0.0 -0.1
0.0 0.0 0.1
0.1 0.1 0.1
-0.2 -0.1 -0.2
0.5 0.1 0.2
-0.3 0.0 0.1
0.1 0.0 0.1
-0.2 -0.1 0.0
0.1 0.3 -0.1
0.1 -0.1 0.0
-0.2 0.2 0.0
0.1 0.0 0.0
-0.1 -0.1 -0.1
0.0 0.0 0.0
-0.1 0.1 0.0
0.0 0.0 0.0
0.0 0.0 0.0
0.2 -0.1 0.0
0.0 0.0 0.0
0.1 0.1 0.0
0.0 0.0 0.1
0.0 0.0 0.0
-0.1 -0.1 0.0
0.0 0.0 -0.1
0.1 -0.2 0.1
0.0 0.1 0.0

Summary:
Charge: 0
Spin multiplicity: 1
E_tot, hartree: -2056.1279
SMILES string: CCCCCCCCCCC1=C(S)C(=O)OC1=O.COCCNCCOC.COCCNCCOC
Lowest unoccupied orbital energy, eV: -0.447


Which max |F| belongs to each record? In order, 0.0683, 0.0827 Eh/bohr.
Which highest occupied orbital energy belongs to each record? In order, -9.7, -8.8 eV.